{
  "formula": "C3H10N2Si2",
  "method": "ωB97M-V/def2-TZVPD",
  "relative_energy_kcal_mol": 74.18,
  "fmax_ha_per_bohr": 0.0225,
  "homo_ha": -0.31935,
  "gap_ha": 0.32597,
  "smiles": "[H]/N=[Si](/C)C=C.N=[SiH2]",
  "e_lumo_ev": 0.180,
  "charge": 0,
  "total_energy_ha": -808.7269,
  "species": ["H", "N", "Si", "C", "C", "C", "H", "H", "H", "H", "H", "H", "N", "Si", "H", "H", "H"],
  "coordinates": [[-0.41, 2.54, 0.31], [-0.58, 1.54, 0.31], [0.61, 0.44, 0.31], [0.07, -1.36, 0.27], [2.49, 0.63, 0.34], [3.31, 0.13, -0.58], [-1.01, -1.43, 0.19], [0.52, -1.89, -0.57], [0.39, -1.87, 1.18], [2.91, 1.23, 1.14], [4.38, 0.30, -0.55], [2.95, -0.46, -1.41], [-3.38, -0.87, 0.18], [-3.08, 0.66, -0.26], [-3.85, -1.15, 1.03], [-3.45, 1.97, 0.26], [-2.56, 0.72, -1.61]]
}